Entry 1:
# C16H16N4O5Sm

A molecular structure, C16H16N4O5Sm (ωB97M-V/def2-TZVPD, the Open Molecules 2025 dataset).

Geometry (Å):
Sm  -6.880  -12.137  5.854
O  -5.434  -14.244  1.130
C  -6.668  -13.774  0.912
C  -7.175  -13.725  -0.379
C  -8.443  -13.259  -0.623
C  -9.236  -12.798  0.427
C  -8.752  -12.851  1.720
C  -7.472  -13.340  1.975
C  -7.000  -13.426  3.347
O  -7.931  -13.293  4.255
N  -5.684  -13.530  3.541
N  -5.364  -13.537  4.894
C  -4.235  -13.991  5.332
C  -3.837  -13.850  6.729
C  -2.526  -14.164  7.076
C  -2.056  -14.002  8.355
C  -2.903  -13.504  9.356
C  -4.199  -13.194  9.077
C  -4.693  -13.391  7.781
O  -5.955  -13.098  7.560
H  -5.017  -14.491  0.287
H  -6.549  -14.078  -1.199
H  -8.822  -13.220  -1.640
H  -10.238  -12.438  0.207
H  -9.367  -12.540  2.544
H  -3.509  -14.446  4.663
H  -1.878  -14.529  6.282
H  -1.035  -14.247  8.591
H  -2.531  -13.342  10.362
H  -4.889  -12.810  9.819
C  -5.668  -10.046  1.806
O  -4.716  -9.946  2.894
C  -5.182  -10.203  4.079
O  -6.390  -10.436  4.303
N  -4.223  -10.238  5.028
N  -4.605  -10.622  6.322
H  -5.226  -9.481  1.000
H  -6.634  -9.649  2.086
H  -5.768  -11.081  1.519
H  -3.262  -10.042  4.778
H  -4.539  -9.825  6.944
H  -4.002  -11.361  6.662

## Properties
Spin multiplicity: 6
Charge: +1
LUMO (alpha / beta), eV: -3.75 / -3.28
HOMO energy (alpha / beta), eV: -10.806 / -10.807
Frontier orbital gap (alpha / beta), eV: 7.054 / 7.529
DFT total energy, eV: -50949.7233
Relative energy (zero: lowest compared OMol25 entry of this formula, charge and spin), kJ/mol: 0.00

Entry 2:
# C16H16O6SSr

A molecular structure, C16H16O6SSr (ωB97M-V/def2-TZVPD, the Open Molecules 2025 dataset).

Geometry (Å):
O  2.336  -1.563  3.562
C  2.051  -1.437  2.403
C  2.953  -0.593  1.408
C  2.403  0.162  0.395
C  3.373  1.028  -0.549
C  2.753  0.963  -2.102
C  2.336  2.421  -2.735
O  3.568  1.590  -3.135
C  0.786  0.115  0.263
O  0.173  1.158  -0.146
C  0.145  -1.191  0.656
C  -1.071  -1.720  0.027
C  -1.751  -0.843  -1.087
C  -3.005  -0.145  -0.362
C  -3.214  1.340  -0.851
S  -2.504  2.599  0.297
O  -3.593  3.479  0.686
O  -1.437  3.362  -0.384
O  -1.929  1.934  1.694
C  -1.670  -3.014  0.403
C  -1.074  -3.839  1.479
C  0.150  -3.289  2.155
C  0.754  -2.031  1.754
H  4.068  -0.610  1.552
H  4.405  0.604  -0.654
H  3.403  2.137  -0.269
H  2.090  0.055  -2.368
H  1.379  2.097  -3.199
H  2.488  3.096  -1.865
H  -2.111  -1.539  -1.900
H  -1.043  -0.084  -1.513
H  -2.840  -0.186  0.749
H  -3.886  -0.816  -0.576
H  -2.817  1.524  -1.886
H  -4.329  1.519  -0.900
H  -1.441  1.101  1.532
H  -2.583  -3.432  -0.096
H  -1.495  -4.814  1.821
H  0.571  -3.905  2.988
Sr  1.608  2.768  0.754

## Properties
Charge: +2
LUMO, eV: -8.72
HOMO energy, eV: -15.730
Frontier orbital gap, eV: 7.015
DFT total energy, eV: -40785.5672

Entry 3:
# C16H17BrN6O6S3

2 unconnected molecules or ions with the total composition C16H17BrN6O6S3 (ωB97M-V/def2-TZVPD, the Open Molecules 2025 dataset).

Geometry (Å):
O  -0.363  -2.251  1.757
C  0.716  -2.015  2.269
N  1.835  -2.738  1.951
C  1.875  -3.835  1.116
N  3.058  -4.373  0.979
C  2.985  -5.484  0.146
C  1.738  -5.774  -0.343
Br  1.308  -7.225  -1.506
S  0.566  -4.633  0.243
N  0.887  -0.934  3.065
S  -0.465  -0.345  3.871
O  0.053  0.559  4.907
O  -1.267  -1.430  4.451
C  -1.376  0.621  2.657
C  -2.406  0.213  1.847
C  -2.885  1.308  1.018
C  -2.197  2.481  1.256
C  -2.417  3.767  0.607
C  -3.461  4.077  -0.331
C  -3.290  5.382  -0.669
O  -2.211  5.881  0.004
N  -1.677  4.826  0.812
S  -0.955  2.302  2.489
H  2.734  -2.335  2.180
H  3.858  -6.081  -0.101
H  1.717  -0.919  3.631
H  -2.807  -0.801  1.831
H  -3.693  1.204  0.301
H  -4.230  3.407  -0.693
H  -3.909  5.944  -1.362
C  3.822  0.385  -2.110
N  2.403  0.548  -1.808
C  1.845  0.304  -0.618
O  2.498  -0.079  0.350
C  0.329  0.490  -0.473
N  -0.493  0.184  -1.653
C  -0.580  0.937  -2.747
C  -1.591  0.512  -3.783
O  0.121  1.922  -2.938
H  4.420  0.900  -1.355
H  4.046  0.804  -3.092
H  4.080  -0.675  -2.099
H  1.801  0.951  -2.518
H  -0.006  -0.131  0.352
H  0.160  1.532  -0.202
H  -1.087  -0.627  -1.594
H  -1.402  -0.519  -4.076
H  -1.498  1.160  -4.654
H  -2.592  0.604  -3.366

## Properties
LUMO, eV: -0.58
HOMO energy, eV: -8.765
Frontier orbital gap, eV: 8.188
DFT total energy, eV: -140640.6278
SMILES string: O=C(Nc1ncc(Br)s1)NS(=O)(=O)c1ccc(-c2ccon2)s1.CNC(=O)CNC(C)=O